Entry 1:
Here is one molecule with the formula C5H13NO at a distorted geometry from OMol25. Energies are from ωB97M-V/def2-TZVPD.

Summary:
* largest force on an atom: 5.6 eV/Å
* highest occupied orbital energy: -8.4 eV
* E_tot: -328.21221 Eh
* structure (SMILES): CNCCCCO
* total charge: 0
* multiplicity: 1
* energy relative to the best compared isomer or geometry (same formula, charge and spin): 66.9 kcal per mole
* gap between HOMO and LUMO: 0.347 Eh

XYZ file:
```
20
C5H13NO, DFT ωB97M-V/def2-TZVPD
C -1.20535 1.47497 2.01244
O -2.59657 1.53185 2.42208
C -1.17562 0.93678 0.65210
C 0.21605 0.80246 0.01165
C 0.26281 -0.65351 -0.83264
C 2.11527 -2.22637 -1.44243
N 1.43140 -0.86581 -1.68965
H -0.54696 2.41144 1.89616
H -0.77863 0.86663 2.65624
H -3.19598 2.03635 1.78994
H -1.85106 1.54863 -0.00409
H -1.63361 -0.13064 0.69727
H 0.40388 1.67829 -0.56035
H 1.00092 0.71034 0.82584
H 0.22742 -1.42731 -0.09851
H -0.59164 -0.52742 -1.49002
H 1.49094 -2.99745 -1.96962
H 3.19558 -2.15731 -1.86485
H 2.10459 -2.37568 -0.30597
H 1.12657 -0.63623 -2.70560
```

From a Mulliken analysis of the wavefunction, the atomic charges in e read: -0.61, -0.52, -0.27, -0.63, -0.72, -0.65, -0.38, 0.26, 0.38, 0.33, 0.30, 0.22, 0.38, 0.22, 0.43, 0.25, 0.26, 0.25, 0.24, 0.26


Entry 2:
Here is C16H22ClI2MnNO3S2Yb as an isolated structure at a distorted geometry from OMol25. Energies are from ωB97M-V/def2-TZVPD.

Summary:
* largest force on an atom: 9.8 eV/Å
* highest occupied orbital energy (alpha / beta): -20.7 / -20.6 eV
* E_tot: -5063.32018 Eh
* total charge: +4
* multiplicity: 6
* gap between HOMO and LUMO (alpha / beta): 0.225 / 0.129 Eh

XYZ file:
```
49
C16H22ClI2MnNO3S2Yb, DFT ωB97M-V/def2-TZVPD
I -0.10337 -3.46611 -0.01514
I -0.06788 -3.16646 -3.17857
Mn 0.49107 0.43480 -2.41198
Yb 0.43590 -0.69025 0.84349
S 1.89490 -0.98379 -1.48036
S -1.27789 -0.44618 -1.32324
C 2.62562 0.14118 2.46295
C 3.75397 -0.77352 -1.22777
C -2.91548 0.27766 -1.00840
C 4.38419 -1.11503 -2.57789
C 4.07719 0.63996 -0.76104
C 4.17766 -1.78072 -0.15759
C -3.76365 0.20791 -2.27532
C -2.67420 1.69193 -0.50261
C -3.51556 -0.56832 0.11775
C 1.88246 1.36359 -3.12286
C -0.55932 1.76988 -2.96832
O 3.41695 0.30421 3.27312
O 2.70269 1.91985 -3.74869
O -1.22328 2.54649 -3.54079
H 4.07020 -0.40409 -3.34727
H 4.04158 -2.10105 -2.91260
H 5.48105 -1.11798 -2.51733
H 3.69870 1.39146 -1.45814
H 5.16719 0.76149 -0.67283
H 3.63006 0.84387 0.21934
H 3.75611 -1.51849 0.82186
H 5.27315 -1.81992 -0.05978
H 3.80705 -2.78239 -0.39373
H -4.77025 0.57178 -2.03174
H -3.82638 -0.82337 -2.63577
H -3.34275 0.81175 -3.07975
H -3.63705 2.16076 -0.28092
H -2.12701 2.30627 -1.22204
H -2.06712 1.65820 0.41357
H -4.54374 -0.23760 0.32138
H -2.90444 -0.45983 1.02750
H -3.49744 -1.63554 -0.13210
Cl -2.84509 3.08773 4.54306
C -2.26025 1.54449 4.04496
C -2.76198 0.38555 4.65414
C -2.30909 -0.84890 4.20143
C -1.37863 -0.90381 3.15040
N -0.89305 0.23022 2.59189
C -1.32291 1.44299 3.01170
H -3.48462 0.46124 5.44757
H -2.67775 -1.77675 4.63079
H -1.06593 -1.87557 2.75713
H -0.95157 2.34045 2.51056
```

From a Mulliken analysis of the wavefunction, the atomic charges in e read: 0.18, 0.44, -0.21, 1.01, -0.25, -0.11, 0.06, 1.22, 1.30, -1.47, -1.13, -1.39, -1.54, -1.24, -1.31, 0.65, 0.62, -0.05, -0.13, -0.14, 0.34, 0.39, 0.49, 0.29, 0.48, 0.14, 0.20, 0.48, 0.40, 0.49, 0.40, 0.36, 0.50, 0.34, 0.06, 0.52, 0.11, 0.43, 0.16, 0.32, -0.32, -0.65, 0.02, -0.07, -0.31, 0.54, 0.50, 0.33, 0.56


Entry 3:
Here is one molecule with the formula C6H8S at a distorted geometry from OMol25. Energies are from ωB97M-V/def2-TZVPD.

Summary:
* largest force on an atom: 2.8 eV/Å
* highest occupied orbital energy: -8.5 eV
* E_tot: -631.55057 Eh
* structure (SMILES): C[C@]12C=CC[C@H]1S2
* total charge: 0
* multiplicity: 1
* energy relative to the best compared isomer or geometry (same formula, charge and spin): 25.5 kcal per mole
* gap between HOMO and LUMO: 0.349 Eh

XYZ file:
```
15
C6H8S, DFT ωB97M-V/def2-TZVPD
C 1.26443 1.06031 -0.65418
C 0.60559 0.04664 -1.11331
C 0.55565 1.59759 0.56646
C -0.45912 0.54303 0.90503
C -0.40017 -0.47500 -0.14111
C -0.69416 -1.96530 0.06814
S -1.89755 0.56427 -0.18411
H 2.03402 1.61559 -1.22845
H 0.88785 -0.35455 -2.08326
H 1.19065 1.95986 1.37236
H 0.03661 2.38621 0.04793
H -0.54294 0.23530 1.94878
H -1.62915 -2.15777 0.64510
H 0.05664 -2.51703 0.63581
H -1.00835 -2.53917 -0.78520
```

From a Mulliken analysis of the wavefunction, the atomic charges in e read: -0.27, -0.81, -0.71, -0.53, 1.06, -1.26, -0.25, 0.34, 0.35, 0.40, 0.24, 0.43, 0.35, 0.29, 0.37


Entry 4:
Here is one molecule with the formula C36H40F2IO6P at a distorted geometry from OMol25. Energies are from ωB97M-V/def2-TZVPD.

Summary:
* largest force on an atom: 5.2 eV/Å
* highest occupied orbital energy: -8.2 eV
* E_tot: -2685.38382 Eh
* structure (SMILES): CCP(C)c1c(COc2ccccc2)c(F)c(COC(C)=O)c2c1C(=O)c1c(CCCOC)cc(CCCI)c(CCF)c1C2=O
* total charge: 0
* multiplicity: 1
* gap between HOMO and LUMO: 0.261 Eh

XYZ file:
```
86
C36H40F2IO6P, DFT ωB97M-V/def2-TZVPD
C -1.24345 -3.99005 2.21869
C -0.35680 -4.74641 1.08392
P 0.21779 -3.51183 -0.28263
C -0.10877 -4.28720 -1.97686
C -0.84290 -1.97175 0.02313
C -2.35085 -1.81540 -0.42881
C -3.06730 -2.98216 -1.24331
O -4.44199 -2.73530 -1.59871
C -5.33530 -3.68370 -1.03064
C -6.47931 -4.19309 -1.98299
C -7.58072 -5.18852 -1.55228
C -7.55654 -5.70014 -0.08736
C -6.42268 -5.21848 0.84365
C -5.31139 -4.21477 0.42281
C -3.04696 -0.48024 -0.02912
F -4.41920 -0.20033 -0.34777
C -2.32136 0.68714 0.73584
C -3.07722 2.04395 1.12673
O -2.66408 3.19585 0.33902
C -3.76071 3.41041 -0.58209
C -4.94693 4.43337 -0.20302
O -3.73743 2.73289 -1.64371
C -0.83856 0.55557 1.13241
C -0.12514 -0.80089 0.78081
C 1.42273 -0.86840 1.23082
O 1.95756 -1.85674 1.78162
C 2.23486 0.50075 0.95457
C 3.68052 0.45493 0.33508
C 4.29443 -0.98678 -0.00629
C 5.44682 -0.96712 -1.12014
C 4.73430 -0.81559 -2.57639
O 4.01233 -2.04430 -2.93318
C 3.57301 -1.82528 -4.30495
C 4.38386 1.81324 0.06750
C 3.65584 3.14561 0.40454
C 4.39531 4.51884 0.07033
C 4.99732 5.29353 1.34363
C 4.81137 6.88299 1.14688
I 6.81317 7.66672 0.61152
C 2.21352 3.21821 1.02251
C 1.45023 4.57618 1.37837
C 1.56936 4.74637 2.99870
F 0.29505 5.12525 3.57136
C 1.51599 1.86366 1.28775
C 0.01777 1.70951 1.87079
O -0.44901 2.40697 2.79914
H -1.38087 -4.63110 3.16506
H -0.68361 -3.04420 2.57769
H -2.25296 -3.72958 1.72538
H 0.61938 -5.05381 1.62245
H -0.90337 -5.65565 0.63877
H -0.33098 -3.54188 -2.81530
H -0.95148 -5.08057 -1.93072
H 0.85638 -4.85780 -2.26380
H -2.88324 -3.97577 -0.69605
H -2.49077 -3.07826 -2.24339
H -6.54006 -3.81059 -3.06873
H -8.39396 -5.48043 -2.31309
H -8.40007 -6.41694 0.21568
H -6.44043 -5.60917 1.92349
H -4.48504 -3.83041 1.12022
H -4.19382 1.85962 0.97027
H -2.93049 2.19143 2.26303
H -5.88020 3.77898 -0.01987
H -4.69279 5.01479 0.76105
H -5.06893 5.12710 -1.10828
H 3.47856 -1.71231 -0.38878
H 4.72771 -1.46154 0.94048
H 6.10102 -1.91556 -1.13340
H 6.15718 -0.07979 -1.01468
H 5.47513 -0.57171 -3.40951
H 3.92554 -0.00505 -2.42373
H 4.47174 -1.92118 -5.01522
H 2.72791 -2.53281 -4.62572
H 3.19273 -0.74654 -4.38536
H 5.44089 1.79687 -0.38788
H 3.62565 5.17228 -0.49651
H 5.21266 4.28949 -0.71614
H 4.49652 4.88566 2.29544
H 6.12612 5.04828 1.37136
H 4.06267 7.16066 0.31632
H 4.48671 7.31693 2.16530
H 1.94205 5.47761 0.88226
H 0.33179 4.46740 1.12441
H 1.85390 3.74858 3.48812
H 2.38227 5.50960 3.23748
```

From a Mulliken analysis of the wavefunction, the atomic charges in e read: -0.54, -0.72, 0.26, -1.06, 0.28, 0.67, -0.75, -0.35, 0.63, -0.41, -0.35, -0.43, -0.50, -0.06, 0.28, -0.40, 0.29, -1.10, -0.26, 0.60, -0.85, -0.53, 0.42, -0.12, -0.51, -0.52, -0.22, 0.61, -0.24, -0.78, -0.46, -0.30, -0.66, -0.63, 0.79, -1.23, -0.54, -0.89, 0.00, -0.18, -0.59, -0.19, -0.34, 0.66, 0.21, -0.53, 0.39, 0.15, -0.04, 0.41, 0.37, 0.32, 0.30, 0.35, 0.43, 0.05, 0.27, 0.30, 0.30, 0.28, 0.19, 0.35, 0.43, 0.27, 0.28, 0.32, -0.01, 0.36, 0.38, 0.29, 0.40, 0.35, 0.25, 0.22, 0.31, 0.08, 0.40, 0.38, 0.25, 0.45, 0.43, 0.38, 0.20, 0.26, 0.25, 0.20